DFT (ωB97M-V/def2-TZVPD) results for a single C7H10N2OS molecule at a distorted geometry.

Its frontier orbital gap (spin up / spin down) is 7.14 / 7.14 eV. For the total energy, the calculation gives -23275.815 eV. For the relative energy (zero: lowest compared OMol25 entry of this formula, charge and spin), the calculation gives 8.214 eV. As for the maximum force: 4.9 eV Å⁻¹.

Last column: Löwdin charge in e.
Cartesian coordinates (Å):
C1 1.0464 -0.0097 2.0735  -0.222
C2 1.0100 -1.1347 1.3091  -0.086
C3 -0.3975 1.4607 -0.1852  -0.205
C4 0.6194 -2.0881 0.5049  -0.147
C5 1.0671 -2.0626 -0.9562  -0.255
C6 0.5818 -0.7929 -1.6126  -0.273
C7 -1.8636 2.0608 1.6856  0.008
N1 0.0633 0.9111 2.0647  -0.034
N2 -0.7120 1.3014 1.0533  -0.289
O1 1.3967 1.8990 -1.8953  -0.359
S1 1.2302 0.7648 -0.6988  1.086
H1 1.8142 -0.0351 2.7747  0.084
H2 -0.0832 -2.8925 0.8190  0.107
H3 0.5398 2.3117 -1.9610  0.009
H4 2.2554 -2.0696 -1.1911  0.158
H5 0.8064 -2.9009 -1.5755  0.091
H6 0.9648 -0.6427 -2.5193  0.035
H7 -0.4668 -0.6972 -1.3950  0.079
H8 -1.8032 2.1744 2.7596  0.091
H9 -2.0399 2.9750 1.2049  0.066
H10 -2.6724 1.4900 1.4220  0.052

Cartesian forces (eV/Å) of the 6 atoms listed first:
-1.835 -3.003 -3.011
-0.780 1.258 0.215
-0.408 -0.134 -1.046
0.321 -0.757 -0.508
3.336 0.503 -0.487
-0.793 0.462 4.817

DFT (ωB97M-V/def2-TZVPD) results for a gas-phase ion, C7H10N3 (charge +1) at a distorted geometry.

Its frontier orbital gap is 8.76 eV. For the total energy, the calculation gives -11883.155 eV. For the relative energy (zero: lowest compared OMol25 entry of this formula, charge and spin), the calculation gives 1.859 eV. Its charge is +1. As for the maximum force: 5.6 eV Å⁻¹.

Last column: Löwdin charge in e.
Cartesian coordinates (Å):
C1 -2.3932 1.2180 0.4558  0.010
C2 -1.6113 0.2184 -0.3905  -0.321
N1 -2.0158 -1.1450 -0.2559  0.168
C3 -1.0311 -1.8896 -0.0073  0.009
C4 0.1601 -1.0686 0.0701  -0.176
N2 1.4424 -1.4763 0.1351  0.150
C5 2.5452 -0.5144 0.1196  -0.126
C6 2.1013 0.8496 -0.3219  -0.017
C7 0.8148 1.1883 -0.3619  0.015
N3 -0.1757 0.1639 -0.1930  0.057
H1 -2.4727 0.7449 1.5296  0.145
H2 -3.3530 1.3837 0.1411  0.061
H3 -2.0418 2.1783 0.3886  0.055
H4 -1.9336 0.6234 -1.3264  0.168
H5 -1.2249 -2.9207 0.0774  0.129
H6 1.7477 -2.2930 0.6137  0.158
H7 3.4062 -0.7046 -0.6324  0.164
H8 3.0856 -0.3132 1.0070  0.115
H9 2.6924 1.7226 -0.4440  0.120
H10 0.2572 2.0345 -0.6046  0.116

Cartesian forces (eV/Å) of the 6 atoms listed first:
1.022 -3.826 4.008
-1.043 0.605 0.122
-1.555 0.830 -0.352
-0.588 0.715 0.185
2.058 -1.017 -0.433
0.429 1.481 0.370

DFT (ωB97M-V/def2-TZVPD) results for a single C7H10N4 molecule at a distorted geometry.

Its frontier orbital gap is 7.76 eV. For the total energy, the calculation gives -13376.995 eV. For the relative energy (zero: lowest compared OMol25 entry of this formula, charge and spin), the calculation gives 4.861 eV. As for the maximum force: 5.6 eV Å⁻¹.

Last column: Löwdin charge in e.
Cartesian coordinates (Å):
C1 -4.6429 0.5810 0.4063  -0.173
C2 -0.9837 -1.7094 -0.5595  -0.213
C3 -3.0080 -0.6579 -0.2754  -0.327
C4 -2.4911 0.7426 -0.5207  0.047
C5 1.6642 -0.8520 1.1930  -0.053
C6 1.1052 0.8673 -0.6390  -0.080
C7 1.0379 -0.6277 -0.2512  -0.469
N1 -4.3727 -0.6627 0.2421  0.115
N2 -2.3292 -1.7542 -0.2261  0.157
N3 -3.6136 1.3416 -0.1315  -0.039
N4 -0.3259 -0.7744 -0.0473  0.007
H1 -5.5806 1.0405 0.7380  0.128
H2 -0.6566 -2.5250 -1.1938  0.130
H3 1.4811 -1.9503 1.4115  0.087
H4 1.1540 -0.1949 1.8327  0.055
H5 2.7603 -0.8850 1.2039  0.070
H6 0.0607 1.3367 -0.3457  0.077
H7 1.1573 1.1049 -1.7265  0.069
H8 2.0311 1.2587 -0.0827  0.087
H9 1.4741 -1.3148 -1.0374  0.144
H10 -3.7342 2.4281 -0.1468  0.178

Cartesian forces (eV/Å) of the 6 atoms listed first:
-0.149 -2.057 -1.129
-0.788 0.617 0.392
0.625 -1.619 1.226
-1.519 -0.183 -0.614
0.538 -3.147 -2.650
0.080 1.366 0.473

DFT (ωB97M-V/def2-TZVPD) results for a molecular structure, C7H10N4O at a distorted geometry.

Its frontier orbital gap (spin up / spin down) is 7.02 / 5.58 eV. For the total energy, the calculation gives -15419.124 eV. Its expectation value of S² is 2.01. For the relative energy (zero: lowest compared OMol25 entry of this formula, charge and spin), the calculation gives 5.874 eV. As for the maximum force: 11.7 eV Å⁻¹. Its multiplicity is 3.

Last column: Mulliken spin population.
Cartesian coordinates (Å):
C1 2.5937 -2.2770 0.1719  0.004
C2 1.2535 -2.2359 0.5175  -0.004
C3 -1.6832 -0.0291 -1.7948  0.792
C4 -0.7424 0.8690 -1.0045  0.026
C5 -0.8810 -0.3875 -0.0699  0.097
C6 -1.3667 -0.3684 1.3499  -0.005
C7 -0.0100 2.8355 0.1366  0.001
N1 2.8818 -1.1165 -0.4147  0.004
N2 1.7291 -0.4589 -0.4858  0.012
N3 -1.6580 -1.0816 -1.0863  0.912
N4 0.8015 -1.0964 0.0343  0.008
O1 -1.0868 2.1053 -0.5153  0.063
H1 3.3526 -2.9094 0.6499  0.000
H2 0.6846 -2.9407 1.0415  -0.001
H3 -2.3239 0.1971 -2.7856  0.011
H4 0.3406 0.9479 -1.3917  0.073
H5 -1.6796 0.7069 1.4331  0.002
H6 -0.5874 -0.5857 1.9864  0.001
H7 -2.1924 -0.9627 1.5086  -0.004
H8 -0.4414 3.2448 0.9265  0.003
H9 0.3711 3.5186 -0.5654  0.000
H10 0.6443 2.0247 0.3577  0.009

Cartesian forces (eV/Å) of the 6 atoms listed first:
-0.062 -0.191 1.980
0.718 -1.629 0.173
-3.008 6.474 -9.272
0.627 -1.077 -0.269
3.364 -3.791 1.740
0.022 3.297 -2.208

DFT (ωB97M-V/def2-TZVPD) results for a single C7H10N6O2 molecule at a distorted geometry.

Its frontier orbital gap is 8.17 eV. For the total energy, the calculation gives -20455.601 eV. For the relative energy (zero: lowest compared OMol25 entry of this formula, charge and spin), the calculation gives 0.495 eV. As for the maximum force: 5.6 eV Å⁻¹.

Last column: Löwdin charge in e.
Cartesian coordinates (Å):
C1 -0.3957 -2.7125 -0.3097  0.029
C2 -0.5794 -1.5911 0.3455  -0.573
N1 -0.1092 -1.2737 1.5534  0.088
N2 -1.4983 -0.6352 -0.1803  0.098
C3 -0.9050 0.5420 -0.6602  -0.447
N3 -1.9643 1.4159 -0.9747  0.136
O1 0.0237 0.3190 -1.9117  0.081
C4 1.1491 -0.4012 -1.7531  -0.603
O2 1.6119 -1.0419 -2.6112  0.146
N4 1.7466 -0.3049 -0.4970  0.185
C5 1.3991 0.7127 0.3534  -0.311
N5 2.0686 1.5005 1.1989  0.124
C6 1.2054 2.3343 1.6896  -0.204
N6 -0.0057 2.1941 1.1346  0.144
C7 0.0786 1.1339 0.3020  -0.151
H1 -0.6532 -2.7940 -1.3712  0.069
H2 0.2887 -3.5181 0.1953  0.102
H3 0.6640 -1.7656 2.1203  0.156
H4 -0.9743 -1.0034 2.1693  0.163
H5 -2.2172 -1.1227 -0.7872  0.169
H6 -2.6866 0.7771 -1.3406  0.098
H7 -1.7540 1.9107 -1.8272  0.096
H8 2.6647 -0.6292 -0.3365  0.148
H9 1.6120 3.1775 2.2752  0.130
H10 -0.7695 2.7759 1.2231  0.129

Cartesian forces (eV/Å) of the 6 atoms listed first:
2.098 -2.764 -0.137
-1.300 -1.215 -1.144
-0.755 0.641 5.544
-0.402 -1.426 -0.198
1.235 0.706 0.544
-0.987 -0.476 -1.683

DFT (ωB97M-V/def2-TZVPD) results for a gas-phase ion, C7H10NO (charge +1) at a distorted geometry.

Its frontier orbital gap is 10.11 eV. For the total energy, the calculation gives -10949.337 eV. For the relative energy (zero: lowest compared OMol25 entry of this formula, charge and spin), the calculation gives 2.139 eV. Its charge is +1. As for the maximum force: 6.4 eV Å⁻¹.

Last column: Löwdin charge in e.
Cartesian coordinates (Å):
C1 1.1202 -1.7560 -1.0749  0.166
C2 0.7314 -0.8111 -0.2439  -0.230
C3 1.5932 0.2748 0.3390  -0.348
O1 2.5857 0.1974 1.0236  0.165
C4 0.9563 1.5930 -0.0337  0.020
C5 -0.2642 1.6629 -0.5501  -0.035
C6 -1.3428 0.5949 -0.7014  0.018
N1 -0.7127 -0.6697 0.0857  -0.054
C7 -0.8886 -0.4539 1.5489  0.031
H1 0.3442 -2.3852 -1.5607  0.105
H2 2.1706 -1.9393 -1.3880  0.123
H3 1.5740 2.4334 0.0865  0.118
H4 -0.5933 2.6857 -0.8140  0.140
H5 -2.2784 0.8562 -0.4490  0.093
H6 -1.3618 0.3280 -1.7579  0.142
H7 -1.0139 -1.6194 -0.1989  0.183
H8 -1.8141 -0.8328 1.9524  0.111
H9 0.0969 -0.7641 2.1269  0.170
H10 -0.9029 0.6052 1.6095  0.081

Cartesian forces (eV/Å) of the 6 atoms listed first:
-0.163 -0.755 -0.812
0.970 -0.232 0.134
-0.525 1.458 0.517
-0.757 -0.607 -0.910
0.001 -1.938 -0.103
-1.275 1.536 0.165